# 1
Density functional theory data (ωB97M-V/def2-TZVPD) for a 3-piece molecular cluster, C4H10O3 overall in a non-equilibrium geometry.

## Properties
spin multiplicity: 1
HOMO level: -8.349 eV
E_LUMO: 0.5 eV
HOMO-LUMO gap: 8.9 eV
SMILES string: C=CC(=C)O.O.O

Each line ends with the Mulliken charge.
Geometry (Å):
1 C -1.19851 -0.74839 0.85495  -0.605
2 C -0.98673 -0.94130 2.15527  -0.216
3 C -0.32923 -2.18572 2.72783  0.229
4 C -1.10575 -3.07271 3.41339  -0.637
5 O 0.65252 -2.63863 1.83980  -0.487
6 H -0.85688 -1.57414 0.23371  0.263
7 H -2.00043 -0.13971 0.48636  0.311
8 H -0.87133 -0.14696 2.89948  0.283
9 H -1.38876 -4.07050 3.04481  0.268
10 H -1.37281 -2.94425 4.46099  0.264
11 H 1.34160 -3.02594 2.37547  0.326
12 O 1.64985 1.16166 -5.49325  -0.637
13 H 2.44654 1.52510 -5.89635  0.318
14 H 2.00203 0.96855 -4.61203  0.319
15 O 0.28459 6.35131 -2.83717  -0.638
16 H 0.86587 6.44195 -3.60124  0.320
17 H 0.64162 5.62074 -2.32157  0.319

# 2
Density functional theory data (ωB97M-V/def2-TZVPD) for a 3-piece molecular cluster, C4H10O3 overall in a non-equilibrium geometry.

## Properties
spin multiplicity: 1
HOMO level: -8.763 eV
E_LUMO: 0.5 eV
HOMO-LUMO gap: 9.2 eV
SMILES string: C=CC(=C)O.O.O

Each line ends with the Mulliken charge.
Geometry (Å):
1 C 1.51578 -1.66459 -0.55735  -0.683
2 C 0.88806 -0.70264 -1.31577  -0.233
3 C -0.41707 0.02416 -1.04024  0.779
4 C -1.15090 0.66782 -2.03729  -0.715
5 O -1.07048 -0.41925 0.07206  -0.483
6 H 0.92220 -2.22347 0.15883  0.296
7 H 2.38078 -2.12267 -1.21940  0.238
8 H 1.19037 -0.49699 -2.42173  0.104
9 H -2.19831 1.10449 -1.63961  0.214
10 H -0.63159 0.74427 -3.03809  0.233
11 H -0.49234 -0.77394 0.73314  0.228
12 O -0.52290 2.15920 1.57926  -0.749
13 H -0.86080 1.58042 0.89656  0.390
14 H 0.20191 2.72191 1.16123  0.345
15 O 0.38157 -0.36911 2.70039  -0.665
16 H 0.05226 0.50023 2.57485  0.378
17 H -0.18854 -0.72984 3.39315  0.325

# 3
Density functional theory data (ωB97M-V/def2-TZVPD) for C4H10O3 as an isolated structure.

## Properties
spin multiplicity: 1
HOMO level (spin up / spin down): -7.348 / -7.532 eV
E_LUMO (spin up / spin down): 0.6 / 0.3 eV
HOMO-LUMO gap (spin up / spin down): 8.0 / 7.8 eV

Each line ends with the Mulliken charge.
Geometry (Å):
1 C 0.65038 -0.07799 0.74062  0.701
2 C -0.51603 1.80112 0.02747  -0.607
3 C -1.70362 -0.40392 -0.56220  -0.393
4 C 1.71005 -0.21938 -0.32288  -1.239
5 O 0.18053 1.20388 0.98450  -0.328
6 O 0.92667 -0.71205 1.92755  -0.545
7 O -1.52656 -1.72249 -1.08031  -0.525
8 H 1.87906 -0.71520 2.10406  0.350
9 H -1.26579 -2.30483 -0.35681  0.324
10 H -0.54874 -0.35327 0.11277  -0.030
11 H -1.15927 2.59249 0.38497  0.319
12 H -0.11304 1.84704 -0.97679  0.312
13 H -2.47782 -0.35253 0.20827  0.292
14 H -1.97696 0.20746 -1.41234  0.297
15 H 1.87344 -1.27631 -0.53121  0.331
16 H 2.65752 0.22739 0.00629  0.423
17 H 1.41017 0.25861 -1.25395  0.318

# 4
Density functional theory data (ωB97M-V/def2-TZVPD) for a 2-piece molecular cluster, C4H10O3 overall in a non-equilibrium geometry.

## Properties
spin multiplicity: 1
HOMO level: -9.893 eV
E_LUMO: 0.7 eV
HOMO-LUMO gap: 10.6 eV
SMILES string: O=CCCCO.O

Each line ends with the Mulliken charge.
Geometry (Å):
1 O -3.69695 1.60937 0.60070  -0.465
2 C -2.87249 1.06456 1.29043  -0.096
3 C -1.68243 0.34922 0.69768  -0.554
4 C -1.31537 0.87814 -0.67910  -0.178
5 C -0.14309 0.10828 -1.28528  -0.642
6 O -0.50361 -1.22875 -1.66185  -0.514
7 H -3.01286 1.06238 2.38965  0.350
8 H -2.00182 -0.70984 0.63898  0.254
9 H -0.84072 0.34524 1.39568  0.347
10 H -2.14648 0.83357 -1.36552  0.247
11 H -0.92272 1.89823 -0.53870  0.285
12 H 0.13721 0.59139 -2.21135  0.324
13 H 0.71294 0.07148 -0.60454  0.342
14 H -0.49642 -1.77017 -0.86397  0.303
15 O 6.02302 -1.40568 0.68271  -0.642
16 H 6.93406 -1.36258 0.98244  0.321
17 H 5.82773 -2.33483 0.53206  0.321

# 5
Density functional theory data (ωB97M-V/def2-TZVPD) for a 2-piece molecular cluster, C4H10O3 overall in a non-equilibrium geometry.

## Properties
spin multiplicity: 1
HOMO level: -9.261 eV
E_LUMO: 0.8 eV
HOMO-LUMO gap: 10.0 eV
SMILES string: C1COCCO1.O

Each line ends with the Mulliken charge.
Geometry (Å):
1 C -0.92766 -1.28304 0.71221  -0.376
2 C -0.94878 -0.17035 1.81423  -0.389
3 O 0.42266 0.35066 2.03320  -0.393
4 C 0.96923 0.86886 0.77740  -0.503
5 C 1.01464 -0.26770 -0.22440  -0.350
6 O -0.30754 -0.69294 -0.40685  -0.364
7 H -1.92450 -1.64785 0.39807  0.257
8 H -0.31912 -2.16473 0.99107  0.302
9 H -1.24812 -0.54773 2.81094  0.306
10 H -1.67498 0.61093 1.51814  0.279
11 H 0.32923 1.70862 0.44480  0.299
12 H 2.01754 1.22452 0.77839  0.350
13 H 1.55045 0.09105 -1.12421  0.291
14 H 1.55962 -1.15026 0.16231  0.290
15 O -0.57045 1.01506 -3.52690  -0.631
16 H -0.01347 1.73707 -3.89667  0.319
17 H 0.07124 0.31781 -3.26171  0.314

# 6
Density functional theory data (ωB97M-V/def2-TZVPD) for a 2-piece molecular cluster, C4H10O3 overall in a non-equilibrium geometry.

## Properties
spin multiplicity: 1
HOMO level: -9.881 eV
E_LUMO: 0.9 eV
HOMO-LUMO gap: 10.8 eV
SMILES string: C1COCOC1.O

Each line ends with the Mulliken charge.
Geometry (Å):
1 C -1.28698 0.53275 -1.39863  -0.438
2 C -1.23099 1.20011 -0.05391  -0.430
3 O -0.40533 0.37449 0.70785  -0.361
4 C 0.90269 0.31289 0.24703  -0.197
5 O 0.98311 -0.18037 -1.01870  -0.351
6 C 0.15530 0.55492 -1.94949  -0.508
7 H -1.72547 -0.48126 -1.46902  0.272
8 H -1.87297 1.19950 -2.06007  0.304
9 H -2.23031 1.23648 0.42095  0.259
10 H -0.81243 2.22478 -0.03615  0.323
11 H 1.47856 1.25052 0.36811  0.341
12 H 1.41124 -0.47311 0.83783  0.157
13 H 0.47417 1.60593 -2.08786  0.327
14 H 0.18424 0.06125 -2.93990  0.301
15 O 0.96728 -3.03412 3.32963  -0.638
16 H 1.29176 -2.92958 4.25269  0.319
17 H 1.71606 -3.45511 2.84968  0.320

# 7
Density functional theory data (ωB97M-V/def2-TZVPD) for C4H10O3 as an isolated structure in a non-equilibrium geometry.

## Properties
spin multiplicity: 1
HOMO level (spin up / spin down): -7.642 / -7.906 eV
E_LUMO (spin up / spin down): 0.0 / 0.2 eV
HOMO-LUMO gap (spin up / spin down): 7.6 / 8.1 eV

Each line ends with the Mulliken charge.
Geometry (Å):
1 C 2.14801 -0.43039 -0.39813  -0.379
2 O -0.06219 0.85512 -0.82131  -0.197
3 O -0.60674 2.19750 -0.87434  -0.382
4 O 2.62092 0.24972 0.68614  -0.446
5 H -0.17335 2.63030 -0.11526  0.310
6 H 2.45182 -0.26577 1.48579  0.343
7 H 2.38477 0.11166 -1.30156  0.302
8 H 2.23376 -1.51070 -0.45254  0.314
9 C -1.64866 -0.94527 -0.71192  -1.434
10 C -0.67711 -0.12147 0.10906  1.035
11 C -1.09154 0.33132 1.34792  -0.945
12 H 0.61548 -0.70706 0.10329  -0.139
13 H -2.09917 -1.72418 -0.09827  0.403
14 H -1.13009 -1.41173 -1.54955  0.341
15 H -2.43899 -0.30828 -1.10650  0.316
16 H -0.50561 1.04269 1.90980  0.283
17 H -2.02132 0.00652 1.78736  0.276

# 8
Density functional theory data (ωB97M-V/def2-TZVPD) for a 2-piece molecular cluster, C4H10O3 overall in a non-equilibrium geometry.

## Properties
total charge: +1
spin multiplicity: 2
HOMO level (spin up / spin down): -15.307 / -15.170 eV
E_LUMO (spin up / spin down): -4.9 / -9.9 eV
HOMO-LUMO gap (spin up / spin down): 10.4 / 5.2 eV

Each line ends with the Mulliken charge.
Geometry (Å):
1 O -0.59407 -1.22076 1.55138  -0.116
2 C -0.36924 -1.08780 0.36400  0.540
3 O -0.14391 -2.12836 -0.47837  -0.322
4 C 0.10318 0.22359 -0.29393  -0.427
5 C 0.76988 0.07310 -1.63562  -0.184
6 C 1.02512 1.48993 -2.18534  -1.390
7 H -0.02690 -2.92729 0.07574  0.373
8 H -0.82370 0.80524 -0.34735  0.410
9 H 0.79184 0.75845 0.47609  0.276
10 H 0.11282 -0.65826 -2.24768  0.324
11 H 1.74015 -0.35504 -1.24743  0.295
12 H 1.48691 2.15910 -1.59056  0.465
13 H 1.57850 1.45803 -3.19845  0.336
14 H 0.06051 1.80162 -2.54622  0.384
15 H 0.08200 2.26067 2.35110  0.338
16 H -1.23519 2.19903 3.23452  0.327
17 O -0.87958 1.88731 2.37019  -0.627

# 9
Density functional theory data (ωB97M-V/def2-TZVPD) for a 2-piece molecular cluster, C4H10O3S overall in a non-equilibrium geometry.

## Properties
spin multiplicity: 1
HOMO level: -9.432 eV
E_LUMO: 0.5 eV
HOMO-LUMO gap: 9.9 eV
SMILES string: O=C(O)CCCS.O

Each line ends with the Mulliken charge.
Geometry (Å):
1 O -0.29909 1.71401 1.49978  -0.530
2 C -0.27872 0.61184 1.01359  0.333
3 O 0.40914 -0.32395 1.77170  -0.438
4 C -0.65165 0.12524 -0.33580  -0.467
5 C 0.42713 -0.87682 -0.80937  -0.339
6 C 0.40402 -0.98634 -2.39316  -0.715
7 S 0.92556 -2.53533 -3.25038  -0.221
8 H 0.73045 0.06295 2.60602  0.295
9 H -1.53941 -0.55880 -0.18024  0.253
10 H -0.87017 0.85331 -1.14543  0.451
11 H 0.25855 -1.89960 -0.53592  0.310
12 H 1.46794 -0.48507 -0.52135  0.282
13 H -0.68346 -0.72062 -2.51952  0.338
14 H 1.06798 -0.17952 -2.83017  0.291
15 H -0.27039 -2.92640 -3.84023  0.139
16 O -0.40390 2.83964 4.21989  -0.630
17 H -0.12322 1.96830 3.91015  0.299
18 H -0.57079 3.31717 3.34045  0.349

# 10
Density functional theory data (ωB97M-V/def2-TZVPD) for a 2-piece molecular cluster, C4H10O4 overall in a non-equilibrium geometry.

## Properties
spin multiplicity: 1
HOMO level: -10.557 eV
E_LUMO: 0.6 eV
HOMO-LUMO gap: 11.1 eV
SMILES string: C[C@@H](O)CC(=O)O.O

Each line ends with the Mulliken charge.
Geometry (Å):
1 C -0.63749 -2.08679 0.67289  -1.282
2 C -0.19338 -0.72934 0.05607  0.311
3 O -1.05541 0.30326 0.54675  -0.500
4 C 1.21245 -0.35178 0.37654  -0.557
5 C 1.61977 0.98048 -0.23317  0.510
6 O 2.07563 1.92692 0.34440  -0.565
7 O 1.30876 1.00326 -1.55148  -0.471
8 H 0.15939 -2.77686 0.94381  0.371
9 H -1.46958 -2.34679 0.02270  0.323
10 H -0.90345 -1.88227 1.72409  0.332
11 H -0.45547 -0.84847 -0.99008  0.202
12 H -1.24289 0.30267 1.48497  0.304
13 H 1.43629 -0.41178 1.45237  0.334
14 H 1.91728 -1.09169 -0.03847  0.340
15 H 1.06482 1.83456 -1.95549  0.346
16 O -1.87457 2.28867 -1.09385  -0.608
17 H -1.40448 1.61000 -1.56262  0.274
18 H -1.55766 2.27596 -0.19943  0.336

# 11
Density functional theory data (ωB97M-V/def2-TZVPD) for a 2-piece molecular cluster, C4H10OS overall in a non-equilibrium geometry.

## Properties
total charge: -1
spin multiplicity: 2
HOMO level (spin up / spin down): 0.708 / -3.133 eV
E_LUMO (spin up / spin down): 3.1 / 3.1 eV
HOMO-LUMO gap (spin up / spin down): 2.4 / 6.2 eV

Each line ends with the Mulliken charge.
Geometry (Å):
1 C 0.43522 0.26930 -1.49438  -0.862
2 C -0.03738 0.51453 -2.92158  -0.510
3 S -1.98783 0.36267 -3.03080  -0.314
4 H 1.44245 0.02749 -1.61961  0.350
5 H -0.28408 -0.52127 -1.05313  0.314
6 H 0.27331 1.23994 -0.98893  0.263
7 H 0.23398 1.33387 -3.59076  0.385
8 H 0.36527 -0.37756 -3.53639  0.228
9 H -2.72835 -0.84211 -2.97649  0.122
10 O -0.79639 0.38488 1.54963  -0.383
11 C 0.05299 -0.28639 2.20352  -0.485
12 C 0.35722 -0.33286 3.71196  -1.085
13 H 0.97731 -0.71204 1.66474  0.031
14 H 1.13134 0.42876 3.92911  0.200
15 H 1.00801 -1.23958 3.80236  0.307
16 H -0.44309 -0.24965 4.35076  0.438

# 12
Density functional theory data (ωB97M-V/def2-TZVPD) for a 2-piece molecular cluster, C4H10OS overall in a non-equilibrium geometry.

## Properties
spin multiplicity: 1
HOMO level: -8.812 eV
E_LUMO: 0.8 eV
HOMO-LUMO gap: 9.6 eV
SMILES string: C=CO.CCS

Each line ends with the Mulliken charge.
Geometry (Å):
1 C 2.60362 0.06949 -1.08520  -0.723
2 C 1.53385 0.69339 -1.54177  -0.048
3 O 0.33477 0.21398 -1.98276  -0.449
4 H 3.51974 0.61158 -1.06701  0.280
5 H 2.84018 -0.98881 -1.13111  0.280
6 H 1.59104 1.75879 -1.74163  0.341
7 H 0.17874 -0.59952 -1.48371  0.305
8 C -1.37447 -0.22295 2.20485  -1.268
9 C -1.06908 -0.39094 0.74178  -0.187
10 S -2.25168 0.63709 -0.21733  -0.213
11 H -1.46846 0.82215 2.50434  0.347
12 H -2.31088 -0.65997 2.54965  0.340
13 H -0.63786 -0.77388 2.79013  0.332
14 H -1.09245 -1.41361 0.36739  0.387
15 H -0.09935 0.06819 0.56092  0.172
16 H -2.29771 0.17503 -1.46855  0.104